Entry 1:
# C4H6CuMgO2

A molecular structure, C4H6CuMgO2 at a distorted geometry (ωB97M-V with the def2-TZVPD basis set, the OMol25 dataset).

ORCA input file:
```
! RIJCOSX wB97M-V def2-TZVPD def2/J DEFGRID3
* xyz 0 2
O 1.774 0.930 0.502
Mg 2.149 -0.479 -0.732
C 0.495 1.431 0.698
C -0.607 0.365 0.637
H 0.420 1.916 1.693
H -0.477 -0.197 1.580
H -1.603 0.832 0.703
H 0.251 2.219 -0.048
C -0.394 -0.152 -1.406
C -0.618 -1.057 -0.363
O -1.070 -2.150 0.067
Cu 0.515 -3.984 0.732
H 0.021 0.811 -1.721
H -0.855 -0.486 -2.342
*
```

For the orbital gap (alpha / beta), the calculation gives 4.5201 / 5.0814 eV. Its LUMO energy (alpha / beta) is -2.07 / -2.20 eV.


Entry 2:
# C4H6F12LiN2O11S4

A molecular structure, C4H6F12LiN2O11S4 at a distorted geometry (ωB97M-V with the def2-TZVPD basis set, the OMol25 dataset).

ORCA input file:
```
! RIJCOSX wB97M-V def2-TZVPD def2/J DEFGRID3
* xyz -1 1
Li -1.407 1.208 0.880
C -1.385 -1.880 2.014
F -1.519 -3.049 2.561
F -1.053 -1.974 0.737
F -2.530 -1.161 2.030
S -0.065 -0.917 2.960
O -0.581 -0.722 4.292
O 1.108 -1.732 2.845
N -0.009 0.582 2.090
S 1.319 1.214 2.726
O 1.480 1.218 4.174
O 2.468 0.796 1.955
C 0.938 3.026 2.389
F 0.608 3.229 1.116
F -0.054 3.446 3.183
F 2.008 3.764 2.672
C 0.806 0.634 -1.981
F 2.100 0.834 -1.980
F 0.301 1.059 -0.806
F 0.175 1.311 -2.933
S 0.332 -1.190 -2.108
O 0.847 -1.840 -0.933
O -1.123 -1.118 -2.099
N 0.944 -1.519 -3.638
S 2.064 -2.605 -3.361
O 3.261 -2.005 -2.812
O 1.602 -3.809 -2.721
C 2.505 -3.232 -5.081
F 2.882 -2.193 -5.840
F 3.521 -4.091 -5.015
F 1.474 -3.867 -5.637
O -2.232 3.097 0.284
H -3.075 2.786 -0.074
H -2.303 4.056 0.296
O -2.467 0.261 -0.520
H -3.130 -0.143 0.060
H -2.089 -0.488 -1.031
O -2.845 2.079 2.984
H -1.991 1.899 3.409
H -2.883 3.037 2.909
*
```

For the orbital gap, the calculation gives 8.2006 eV. Its LUMO energy is 1.33 eV.


Entry 3:
# C4H6F12NaO15S4

A molecular structure, C4H6F12NaO15S4 at a distorted geometry (ωB97M-V with the def2-TZVPD basis set, the OMol25 dataset).

ORCA input file:
```
! RIJCOSX wB97M-V def2-TZVPD def2/J DEFGRID3
* xyz -3 1
Na -0.393 0.200 -0.850
C 1.170 4.356 0.931
F 0.595 4.716 2.068
F 1.683 5.402 0.431
F 2.057 3.356 1.044
S -0.284 3.786 -0.318
O -1.397 4.749 -0.204
O 0.288 3.824 -1.729
O -0.769 2.395 -0.029
C -1.262 -4.579 0.467
F -1.257 -5.919 0.237
F -2.556 -4.308 0.657
F -0.676 -4.379 1.657
S -0.434 -3.559 -0.957
O -0.972 -2.209 -0.640
O 1.007 -3.743 -0.803
O -0.950 -4.019 -2.208
C 4.270 0.287 0.266
F 5.440 -0.343 0.236
F 3.539 0.045 1.384
F 4.340 1.600 0.196
S 3.238 -0.197 -1.250
O 1.947 0.512 -1.161
O 4.087 0.227 -2.377
O 3.094 -1.651 -1.257
C 0.124 -0.178 2.885
F 0.481 -0.395 4.153
F 0.464 1.063 2.611
F 0.838 -1.018 2.110
S -1.706 -0.535 2.481
O -1.904 -0.088 1.021
O -1.824 -2.004 2.630
O -2.549 0.224 3.381
O -3.117 -1.031 -1.648
H -2.448 -1.571 -1.228
H -3.301 -0.338 -1.014
O -0.237 -0.034 -3.198
H -0.521 0.574 -3.880
H -0.156 -0.876 -3.645
O -3.384 1.519 -0.699
H -2.596 2.043 -0.556
H -3.967 2.094 -1.195
*
```

For the orbital gap, the calculation gives 6.9064 eV. Its LUMO energy is 5.68 eV.


Entry 4:
# C4H6F2

C4H6F2 in the gas phase at a distorted geometry (ωB97M-V with the def2-TZVPD basis set, the OMol25 dataset).

ORCA input file:
```
! RIJCOSX wB97M-V def2-TZVPD def2/J DEFGRID3
* xyz 0 1
C -0.416 1.587 -0.181
C 0.049 0.439 0.192
C 1.534 0.194 0.394
F 1.904 -0.789 -0.485
C -0.922 -0.749 0.284
F -2.184 -0.475 -0.194
H 0.228 2.414 -0.335
H -1.471 1.726 -0.317
H 2.064 1.159 0.175
H 1.796 -0.125 1.373
H -1.047 -1.010 1.370
H -0.525 -1.609 -0.292
*
```

For the orbital gap, the calculation gives 11.3227 eV. Its LUMO energy is 1.04 eV. As for the structure (SMILES): C=C(CF)CF.


Entry 5:
# C4H6F2

C4H6F2 in the gas phase at a distorted geometry (ωB97M-V with the def2-TZVPD basis set, the OMol25 dataset).

ORCA input file:
```
! RIJCOSX wB97M-V def2-TZVPD def2/J DEFGRID3
* xyz 0 1
F -1.371 -0.436 1.685
C -0.879 -0.247 0.426
F -1.869 -0.639 -0.466
C -0.203 1.076 0.031
C 0.850 0.275 -0.693
C 0.408 -0.957 0.147
H -0.838 1.708 -0.526
H 0.174 1.466 0.966
H 0.601 0.160 -1.737
H 1.895 0.587 -0.537
H 0.314 -1.941 -0.357
H 0.916 -1.052 1.060
*
```

For the orbital gap, the calculation gives 12.2070 eV. Its LUMO energy is 1.10 eV. As for the structure (SMILES): FC1(F)CCC1.


Entry 6:
# C4H6F2O

2 unconnected molecules or ions with the total composition C4H6F2O at a distorted geometry (ωB97M-V with the def2-TZVPD basis set, the OMol25 dataset).

ORCA input file:
```
! RIJCOSX wB97M-V def2-TZVPD def2/J DEFGRID3
* xyz 0 1
C 1.125 0.368 -0.118
C 0.102 -0.460 -0.189
C 2.543 0.094 -0.190
C -2.436 -0.158 0.484
O -3.084 0.120 -0.621
F 0.764 1.662 0.294
F 0.213 -1.826 -0.215
H 2.759 -0.145 -1.199
H 3.181 0.845 0.149
H 2.649 -0.915 0.432
H -2.226 0.585 1.317
H -2.179 -1.189 0.510
H -3.410 1.021 -0.654
*
```

For the orbital gap (alpha / beta), the calculation gives 7.5491 / 8.7944 eV. Its LUMO energy (alpha / beta) is -0.27 / 0.29 eV.


Entry 7:
# C4H6F3NO2

C4H6F3NO2 in the gas phase at a distorted geometry (ωB97M-V with the def2-TZVPD basis set, the OMol25 dataset).

ORCA input file:
```
! RIJCOSX wB97M-V def2-TZVPD def2/J DEFGRID3
* xyz 0 1
H -2.060 -2.108 -1.037
N -1.435 -1.332 -1.169
C -0.814 -1.036 -0.102
O -0.782 -1.578 1.118
C 0.105 0.200 -0.279
C -0.484 1.400 0.422
O 0.274 0.583 -1.646
C 1.561 0.009 0.180
F 2.185 -1.024 -0.385
F 2.313 1.093 0.042
F 1.619 -0.113 1.572
H -0.057 -1.196 1.587
H -1.390 1.707 0.015
H -0.782 1.202 1.519
H 0.031 2.309 0.157
H -0.282 -0.117 -1.996
*
```

For the orbital gap, the calculation gives 11.7996 eV. Its LUMO energy is 0.67 eV. As for the structure (SMILES): [H]/N=C(\O)[C@](C)(O)C(F)(F)F.


Entry 8:
# C4H6F3NS

2 unconnected molecules or ions with the total composition C4H6F3NS at a distorted geometry (ωB97M-V with the def2-TZVPD basis set, the OMol25 dataset).

ORCA input file:
```
! RIJCOSX wB97M-V def2-TZVPD def2/J DEFGRID3
* xyz 0 1
C 0.147 -1.999 0.861
C -1.858 0.891 -0.413
C 0.393 0.486 0.321
C 1.848 0.426 -0.002
N -0.515 0.435 -0.684
F 2.150 1.029 -1.173
F 2.572 1.038 0.945
F 2.367 -0.818 -0.113
S -0.660 -2.489 -0.401
H 0.521 -2.586 1.680
H -1.810 1.884 0.032
H -2.397 0.953 -1.356
H -2.405 0.233 0.266
H 0.146 0.973 1.250
H -0.500 -0.456 -1.213
*
```

For the orbital gap (alpha / beta), the calculation gives 7.5857 / 7.5988 eV. Its LUMO energy (alpha / beta) is -0.07 / -0.06 eV.


Entry 9:
# C4H6FN3

A molecular structure, C4H6FN3 at a distorted geometry (ωB97M-V with the def2-TZVPD basis set, the OMol25 dataset).

ORCA input file:
```
! RIJCOSX wB97M-V def2-TZVPD def2/J DEFGRID3
* xyz 0 1
C -2.290 -0.310 -0.802
C -1.043 0.226 -0.929
C 1.978 -0.676 0.239
C 0.731 0.841 0.628
N -2.433 -0.354 0.537
N -1.405 0.033 1.157
N -0.527 0.448 0.283
F 1.182 1.890 0.020
H -3.039 -0.620 -1.460
H -0.444 0.290 -1.845
H 1.628 -0.864 -0.775
H 3.001 -0.337 0.202
H 1.748 -1.296 1.086
H 0.913 0.728 1.660
*
```

For the orbital gap, the calculation gives 10.4839 eV. Its LUMO energy is 0.91 eV.


Entry 10:
# C4H6FNO

C4H6FNO in the gas phase (ωB97M-V with the def2-TZVPD basis set, the OMol25 dataset).

ORCA input file:
```
! RIJCOSX wB97M-V def2-TZVPD def2/J DEFGRID3
* xyz 0 1
O 1.764 -1.595 -0.116
C 1.785 -0.400 0.096
N 0.906 0.518 -0.470
C 0.013 1.390 0.258
C -0.513 0.287 -0.616
C -1.153 -0.933 -0.004
F -2.519 -0.703 0.053
H 2.564 0.103 0.716
H -0.083 1.243 1.340
H -0.042 2.442 -0.059
H -0.905 0.575 -1.586
H -0.805 -1.119 1.016
H -1.012 -1.807 -0.628
*
```

For the orbital gap, the calculation gives 11.0262 eV. Its LUMO energy is 0.87 eV. As for the structure (SMILES): O=CN1C[C@@H]1CF.


Entry 11:
# C4H6FNO

A molecular structure, C4H6FNO at a distorted geometry (ωB97M-V with the def2-TZVPD basis set, the OMol25 dataset).

ORCA input file:
```
! RIJCOSX wB97M-V def2-TZVPD def2/J DEFGRID3
* xyz 0 1
C 1.334 0.999 0.117
C 0.254 -0.083 -0.138
C -1.007 0.292 -0.233
C -2.223 -0.592 0.086
H 0.726 1.985 0.142
H 1.694 1.031 1.237
H 2.014 1.004 -0.693
H 2.264 -1.248 0.108
H 0.532 -2.052 -0.615
H -1.974 -1.650 0.445
N 0.958 -1.217 -0.196
O -3.315 -0.102 -0.015
F -1.256 1.632 -0.246
*
```

For the orbital gap, the calculation gives 8.5912 eV. Its LUMO energy is 0.13 eV.


Entry 12:
# C4H6FNO2

A molecular structure, C4H6FNO2 at a distorted geometry (ωB97M-V with the def2-TZVPD basis set, the OMol25 dataset).

ORCA input file:
```
! RIJCOSX wB97M-V def2-TZVPD def2/J DEFGRID3
* xyz 0 1
C -1.608 -0.239 -0.481
C -0.335 -0.405 0.336
C 0.239 -1.597 0.727
C 0.780 1.505 -0.880
H -1.428 0.377 -1.413
H -2.460 0.223 0.255
H -2.020 -1.265 -0.662
H -0.168 -2.621 0.575
H 1.820 -0.176 1.360
H 1.557 2.228 -0.731
N 0.363 0.924 0.307
O 1.583 1.025 1.100
O 0.190 1.454 -1.903
F 1.487 -1.431 1.409
*
```

For the orbital gap, the calculation gives 9.7251 eV. Its LUMO energy is 0.69 eV.


Entry 13:
# C4H6FNO2

C4H6FNO2 in the gas phase at a distorted geometry (ωB97M-V with the def2-TZVPD basis set, the OMol25 dataset).

ORCA input file:
```
! RIJCOSX wB97M-V def2-TZVPD def2/J DEFGRID3
* xyz 0 1
C -2.508 0.220 -0.524
N -1.430 -0.430 -0.363
O -0.914 -0.081 0.893
C 0.310 -0.774 1.094
C 1.309 -0.585 -0.093
O 1.926 -1.542 -0.474
C 1.529 0.845 -0.590
F 1.265 1.763 0.450
H -3.095 -0.016 -1.424
H -2.838 0.950 0.193
H 0.106 -1.856 1.105
H 0.790 -0.472 2.047
H 0.942 1.076 -1.484
H 2.609 0.902 -0.829
*
```

For the orbital gap, the calculation gives 10.5434 eV. Its LUMO energy is 0.84 eV. As for the structure (SMILES): C=NOCC(=O)CF.


Entry 14:
# C4H6FNOS

C4H6FNOS in the gas phase at a distorted geometry (ωB97M-V with the def2-TZVPD basis set, the OMol25 dataset).

ORCA input file:
```
! RIJCOSX wB97M-V def2-TZVPD def2/J DEFGRID3
* xyz 0 1
C -0.780 1.533 0.414
C -1.402 0.213 -0.046
C -0.898 -1.043 -0.068
F -1.841 -2.062 -0.364
C 0.477 -1.369 0.266
O 0.823 -2.398 0.835
N 1.265 -0.287 -0.167
S 3.014 -0.425 -0.064
H 0.118 1.785 1.219
H -0.635 2.217 -0.386
H -1.634 1.943 1.021
H -2.379 0.338 -0.539
H 0.752 0.502 -0.729
H 3.120 -0.945 -1.392
*
```

For the orbital gap, the calculation gives 10.1670 eV. Its LUMO energy is 0.27 eV. As for the structure (SMILES): C/C=C(/F)C(=O)NS.


Entry 15:
# C4H6FNS

C4H6FNS in the gas phase at a distorted geometry (ωB97M-V with the def2-TZVPD basis set, the OMol25 dataset).

ORCA input file:
```
! RIJCOSX wB97M-V def2-TZVPD def2/J DEFGRID3
* xyz 0 1
F 2.464 0.356 -0.313
C 1.671 -0.403 0.431
C 0.563 -1.051 -0.459
C -0.480 -1.958 0.202
N -0.953 -0.725 -0.515
C -1.628 0.271 0.141
S -1.063 1.756 0.121
H 1.248 0.423 1.225
H 2.132 -1.357 0.690
H 0.882 -1.435 -1.463
H -0.415 -1.935 1.336
H -0.633 -2.994 -0.088
H -2.469 -0.073 0.894
*
```

For the orbital gap, the calculation gives 8.8643 eV. Its LUMO energy is 0.23 eV. As for the structure (SMILES): FC[C@H]1CN1C=S.


Entry 16:
# C4H6FNS

C4H6FNS in the gas phase at a distorted geometry (ωB97M-V with the def2-TZVPD basis set, the OMol25 dataset).

ORCA input file:
```
! RIJCOSX wB97M-V def2-TZVPD def2/J DEFGRID3
* xyz 0 1
F 0.821 2.210 -0.270
C 0.401 1.063 0.336
C -0.970 0.590 -0.161
C -0.898 -0.939 -0.028
N 0.530 -1.193 -0.157
C 1.343 -0.095 -0.009
S 2.975 -0.080 -0.069
H 0.441 1.170 1.443
H -1.055 0.883 -1.274
H -1.822 1.056 0.358
H -1.438 -1.388 -0.821
H -1.264 -1.220 0.946
H 0.935 -2.056 -0.295
*
```

For the orbital gap, the calculation gives 9.1124 eV. Its LUMO energy is 0.66 eV. As for the structure (SMILES): F[C@H]1CCNC1=S.


Entry 17:
# C4H6FNS

C4H6FNS in the gas phase at a distorted geometry (ωB97M-V with the def2-TZVPD basis set, the OMol25 dataset).

ORCA input file:
```
! RIJCOSX wB97M-V def2-TZVPD def2/J DEFGRID3
* xyz 0 1
C -0.399 -0.403 1.168
C 0.204 0.327 0.011
C -0.429 -0.099 -1.222
C 0.206 1.764 -0.017
N 0.054 2.887 -0.109
S 2.113 -0.311 -0.029
F 1.700 -1.911 0.133
H -1.004 -1.143 0.732
H 0.292 -0.823 1.883
H -0.948 0.265 1.859
H -0.213 -1.129 -1.355
H -0.044 0.527 -1.958
H -1.533 0.049 -1.097
*
```

For the orbital gap, the calculation gives 9.7414 eV. Its LUMO energy is 0.00 eV. As for the structure (SMILES): CC(C)(C#N)SF.


Entry 18:
# C4H6GaO7

A molecular structure, C4H6GaO7 at a distorted geometry (ωB97M-V with the def2-TZVPD basis set, the OMol25 dataset).

ORCA input file:
```
! RIJCOSX wB97M-V def2-TZVPD def2/J DEFGRID3
* xyz 0 2
O 0.547 1.963 -2.280
C 1.164 0.878 -2.030
O 2.336 0.955 -1.536
O 0.549 -0.277 -1.969
Ga 1.900 2.728 -1.294
O -2.213 -1.474 -0.846
C -0.896 -1.925 -0.609
C 0.037 -0.752 -0.468
H -2.804 -2.229 -0.905
H -0.549 -2.589 -1.418
H -0.832 -2.516 0.319
H -0.528 0.171 -0.283
H 0.966 -1.116 -0.009
O -0.515 -0.042 1.907
C -0.071 1.068 2.289
O 0.458 1.969 1.614
O 0.020 1.170 3.655
H 0.431 2.017 3.862
*
```

For the orbital gap (alpha / beta), the calculation gives 8.4075 / 3.8850 eV. Its LUMO energy (alpha / beta) is -0.77 / -4.40 eV.


Entry 19:
# C4H6IN2

A gas-phase ion, C4H6IN2 (charge +1) at a distorted geometry (ωB97M-V with the def2-TZVPD basis set, the OMol25 dataset).

ORCA input file:
```
! RIJCOSX wB97M-V def2-TZVPD def2/J DEFGRID3
* xyz 1 1
C 0.771 0.182 -0.515
C -0.230 -1.769 -0.504
C -1.140 -0.394 1.080
C 1.361 2.563 -0.642
N 0.957 1.481 -0.365
N -0.282 -0.586 -0.062
I 2.432 4.189 -0.186
H 1.164 -0.139 -1.555
H -1.049 -2.373 -0.221
H 0.307 -1.974 -1.413
H -1.998 -0.998 1.088
H -1.670 0.543 1.283
H -0.622 -0.726 2.013
*
```

For the orbital gap (alpha / beta), the calculation gives 7.0534 / 7.0552 eV. Its LUMO energy (alpha / beta) is -4.83 / -4.83 eV.


Entry 20:
# C4H6IN2

A gas-phase ion, C4H6IN2 (charge +1) at a distorted geometry (ωB97M-V with the def2-TZVPD basis set, the OMol25 dataset).

ORCA input file:
```
! RIJCOSX wB97M-V def2-TZVPD def2/J DEFGRID3
* xyz 1 1
C 1.845 -0.679 -0.018
N 0.422 -0.248 -0.029
C 0.204 1.086 0.023
C -1.161 1.302 -0.070
N -1.815 0.162 0.058
I -3.809 -0.289 0.030
C -0.595 -0.962 0.124
H 2.312 -0.617 -1.102
H 2.338 0.000 0.615
H 1.881 -1.689 0.473
H 1.019 1.750 -0.041
H -1.772 2.222 0.059
H -0.870 -2.037 -0.121
*
```

For the orbital gap, the calculation gives 8.6672 eV. Its LUMO energy is -4.75 eV. As for the structure (SMILES): C[n+]1ccn(I)c1.


Calculated relative energy (zero: lowest compared OMol25 entry of this formula, charge and spin) (eV), listed in the same order as above: 2.854, 1.527, 1.612, 0.613, 0.071, 5.437, 0.125, 3.196, 2.970, 1.163, 3.245, 5.154, 3.051, 2.730, 3.118, 0.059, 1.813, 1.988, 4.393, 2.255